(1)
The following is a quantum chemistry calculation of a cluster of 5 separate species, C7H21NO4 in total at a distorted geometry, from the Open Molecules 2025 dataset.

ORCA input file:
```
! wB97M-V def2-TZVPD RIJCOSX def2/J DEFGRID3
* xyz 0 1
C 2.8089 -0.0846 0.9549
C 2.4074 -0.2592 -0.3532
C 1.1115 -1.0407 -0.6485
C -0.1300 -0.5116 0.1185
C -0.9809 -1.3802 0.6971
C -0.1901 1.0055 0.1163
C -0.9573 1.5627 1.3818
N -2.3017 1.8919 1.0837
H 2.4730 -0.7462 1.7717
H 3.5680 0.5646 1.4209
H 2.9443 0.0550 -1.1572
H 1.3592 -2.1639 -0.6155
H 1.0295 -0.8614 -1.8038
H -1.9681 -1.0506 1.2014
H -1.0672 -2.3858 0.7709
H 0.8817 1.2385 0.1280
H -0.7000 1.3817 -0.8404
H -0.7941 0.8500 2.3633
H -0.4341 2.4209 1.9177
H -2.5848 2.8090 1.5354
H -2.9683 1.1373 0.8546
O 1.2020 -2.5833 2.6096
H 1.6015 -1.9177 1.9816
H 0.5149 -2.2006 3.1062
O 0.0316 -1.3046 -4.0596
H -0.6921 -1.8688 -3.7495
H -0.4908 -0.3989 -3.9870
O 1.9907 3.2740 -1.1105
H 1.3124 3.1331 -1.8016
H 1.5060 3.6906 -0.2704
O -3.6012 -1.0526 -1.0492
H -3.4640 -1.3383 -1.9930
H -3.4179 -1.8657 -0.5741
*
```

For the HOMO-LUMO gap, the calculation gives 8.7 eV. The calculation puts the energy above the lowest of the compared OMol25 structures with the same formula, charge and spin at 82.7 kcal per mole. The SMILES is C=CCC(=C)CCN.O.O.O.O.

Here are the Mulliken charges for atoms 1 to 2, given in e: C -0.74; C -0.38

---

(2)
The following is a quantum chemistry calculation of the ion C3H3N2 with charge +1 at a distorted geometry, from the Open Molecules 2025 dataset.

ORCA input file:
```
! wB97M-V def2-TZVPD RIJCOSX def2/J DEFGRID3
* xyz 1 1
C 0.5950 -1.7642 0.2765
C 0.4113 1.8533 0.0651
C 0.0292 -0.5205 -0.4961
N -0.5218 -1.3162 0.6078
N 0.4327 0.7459 -0.2280
H -0.3028 -0.4806 -1.6419
H -1.3669 -1.3251 1.2390
H 0.7234 2.8075 0.1777
*
```

For the HOMO-LUMO gap, the calculation gives 9.0 eV. The calculation puts the energy above the lowest of the compared OMol25 structures with the same formula, charge and spin at 65.5 kcal per mole.

Here are the Mulliken charges for atoms 1 to 2, given in e: C -0.22; C 0.03

---

(3)
The following is a quantum chemistry calculation of the ion C4H9N2O with charge +1 at a distorted geometry, from the Open Molecules 2025 dataset.

ORCA input file:
```
! wB97M-V def2-TZVPD RIJCOSX def2/J DEFGRID3
* xyz 1 1
C 0.7588 -1.8357 1.8167
C 0.8587 -0.4473 1.0867
C 0.2242 0.0605 0.0145
N 0.3395 1.3482 -0.4500
C -0.3294 1.9558 -1.4040
N -1.2676 1.3074 -2.0518
O -1.8600 0.0142 -1.8740
H 1.7591 -2.2504 1.7089
H 0.0308 -2.4570 1.4202
H 0.5578 -1.6161 2.8215
H 1.3910 0.3014 1.5655
H -0.3491 -0.4715 -0.6905
H 1.1783 1.8326 -0.0787
H -0.0302 2.8999 -1.8265
H -1.7617 1.9928 -2.7262
H -2.6450 0.0219 -2.4625
*
```

For the HOMO-LUMO gap, the calculation gives 9.3 eV. The calculation puts the energy above the lowest of the compared OMol25 structures with the same formula, charge and spin at 97.7 kcal per mole. The SMILES is C/C=C/N/C=[NH+]\O.

Here are the Mulliken charges for atoms 1 to 2, given in e: C -1.12; C -0.42

---

(4)
The following is a quantum chemistry calculation of a structure of composition C5H5FKLiO4 at a distorted geometry, from the Open Molecules 2025 dataset.

ORCA input file:
```
! wB97M-V def2-TZVPD RIJCOSX def2/J DEFGRID3
* xyz 1 2
H -2.0459 -0.0910 -0.8113
O -1.0422 0.8855 0.7561
O -2.8425 1.2520 1.9164
O -0.8357 1.2668 2.9751
C -2.1270 0.7337 -0.1090
C -3.2096 1.1392 0.5901
C -1.5121 1.1342 2.0031
H -4.2699 1.1151 0.3653
C 1.0570 -2.7879 -1.3358
C 0.2238 -1.7964 -2.0508
O 0.9250 -0.6043 -2.1247
Li 1.4613 0.2689 -3.5622
K 1.7337 0.2036 0.0317
F 1.5305 -2.2914 -0.1380
H 0.8508 -3.8569 -1.2782
H -0.4866 -1.8528 -3.0501
H -0.7755 -2.0086 -1.5968
*
```

For the HOMO-LUMO gap (alpha / beta), the calculation gives 7.0 / 8.5 eV. The calculation puts the energy above the lowest of the compared OMol25 structures with the same formula, charge and spin at 5.8 kcal per mole.

Here are the Mulliken charges for atoms 1 to 2, given in e: H 0.23; O -0.20

---

(5)
The following is a quantum chemistry calculation of a cluster of 4 separate species, C40H71INO14 in total at a distorted geometry, from the Open Molecules 2025 dataset.

ORCA input file:
```
! wB97M-V def2-TZVPD RIJCOSX def2/J DEFGRID3
* xyz 1 1
C -4.1008 4.6141 7.0680
C -5.1512 4.4582 5.7842
C -4.5054 3.5426 4.5495
C -4.4760 4.3596 3.1096
C -2.9423 4.7421 2.6739
C -2.5269 3.9840 1.2640
C -2.0132 2.4181 1.5331
C -1.3755 1.8861 0.0943
C -0.9702 0.2970 0.1033
C -0.4602 -0.1270 -1.4308
C 0.7401 0.9000 -1.9786
C 1.9011 0.0727 -2.8513
C 3.0917 -0.5440 -1.8571
C 4.2024 -1.3106 -2.8211
C 5.6855 -1.3884 -2.1255
C 5.6785 -2.4908 -0.8788
C 5.4484 -1.7649 0.5971
C 6.7916 -1.9951 1.5633
O 7.3283 -0.6389 1.8670
C 8.2938 -0.3022 0.7773
N 0.2060 0.0284 1.0147
C -0.1508 -0.4379 2.4081
C -1.4510 -1.4311 2.5018
C -1.9031 -1.6928 4.0884
C -2.1962 -0.3081 4.9158
O -2.4403 0.8980 4.3963
I -2.1961 -0.4020 7.1393
O -2.6013 -0.7740 1.8624
C -2.3224 -0.5687 0.4324
C -2.4093 -2.0158 -0.3873
C -3.5721 -3.0171 0.2680
O -4.8546 -2.3179 0.5219
C -5.4696 -3.1025 1.6317
C -6.0579 -2.4084 3.0287
O -5.5946 -4.4547 1.5757
H -3.8278 5.7530 7.1949
H -4.5701 4.1903 8.0796
H -3.0967 4.0171 6.8964
H -5.5031 5.5196 5.4073
H -6.0672 3.8255 6.1982
H -3.3892 3.3039 4.8547
H -5.0711 2.5082 4.4263
H -5.1385 5.3330 3.2186
H -4.9702 3.6524 2.3137
H -2.1244 4.4391 3.4822
H -2.8275 5.9211 2.5283
H -3.4856 3.9487 0.5554
H -1.6644 4.6343 0.7622
H -2.9691 1.8125 1.8563
H -1.1450 2.4104 2.3180
H -0.4725 2.6169 -0.1357
H -2.2150 2.0298 -0.7081
H -1.3487 -0.1590 -2.1985
H 0.0678 -1.1954 -1.3773
H 0.2659 1.7736 -2.6218
H 1.3304 1.3227 -1.0311
H 2.4057 0.8994 -3.5481
H 1.3872 -0.7751 -3.4990
H 2.6555 -1.2434 -1.0195
H 3.6408 0.3609 -1.3389
H 4.2433 -0.7922 -3.8837
H 3.8373 -2.4341 -2.9723
H 6.5239 -1.7445 -2.8820
H 5.9912 -0.3429 -1.6710
H 6.6468 -3.1769 -0.8995
H 4.7583 -3.1991 -1.0666
H 5.3110 -0.6099 0.4076
H 4.5072 -2.2125 1.1782
H 7.5701 -2.6872 1.0246
H 6.4575 -2.5784 2.5451
H 8.2224 0.8717 0.5808
H 9.3623 -0.6110 1.2071
H 8.0587 -0.9148 -0.2178
H 0.9177 -0.5977 0.5391
H 0.7067 0.9600 1.1342
H 0.7823 -1.0769 2.7910
H -0.1943 0.5004 3.1245
H -1.1814 -2.4863 2.0735
H -1.1250 -2.4088 4.6036
H -2.9347 -2.2910 4.0667
H -3.2363 0.0710 0.0082
H -2.7948 -1.7618 -1.4687
H -1.3675 -2.5471 -0.3515
H -3.1516 -3.5627 1.2373
H -3.7702 -3.8661 -0.5474
H -7.2259 -2.5900 3.1380
H -5.7895 -1.2580 3.1045
H -5.5508 -2.9269 3.9610
C -2.9930 -4.7897 -4.2341
C -3.3119 -3.3243 -4.4493
C -3.9981 -3.0386 -5.7507
O -3.6374 -1.6895 -5.9922
C -2.4351 -1.4945 -5.3685
O -1.7341 -0.5103 -5.5131
O -2.1244 -2.5570 -4.5646
H -2.4782 -5.2161 -5.1019
H -2.3195 -4.9134 -3.3795
H -3.9044 -5.3673 -4.0523
H -3.8811 -2.9342 -3.5965
H -5.0846 -3.1434 -5.6845
H -3.6296 -3.6479 -6.5837
C -5.9256 2.8814 -3.4837
C -6.1283 3.3827 -2.0684
C -7.3145 4.2848 -1.9096
O -6.9534 5.0620 -0.7808
C -5.5858 5.1049 -0.7639
O -4.9269 5.8316 -0.0438
O -5.0589 4.2247 -1.6690
H -5.9465 3.7061 -4.2044
H -4.9452 2.4038 -3.5839
H -6.7003 2.1594 -3.7592
H -6.1663 2.5363 -1.3716
H -8.2396 3.7331 -1.7204
H -7.4680 4.9610 -2.7583
C 13.0283 -2.0693 -1.5194
C 11.6789 -2.0346 -2.2072
C 10.6511 -1.2184 -1.4837
O 9.4377 -1.8098 -1.9153
C 9.7295 -3.1124 -2.2163
O 8.8979 -3.9708 -2.4452
O 11.0815 -3.3212 -2.2203
H 12.9283 -2.3322 -0.4607
H 13.6691 -2.8335 -1.9719
H 13.5304 -1.0996 -1.5907
H 11.7958 -1.7092 -3.2483
H 10.6857 -0.1603 -1.7580
H 10.7087 -1.3076 -0.3929
*
```

For the HOMO-LUMO gap, the calculation gives 8.5 eV.

Here are the Mulliken charges for atoms 1 to 2, given in e: C -0.82; C -0.41

---

(6)
The following is a quantum chemistry calculation of an isolated molecule of C6H11NO3, from the Open Molecules 2025 dataset.

ORCA input file:
```
! wB97M-V def2-TZVPD RIJCOSX def2/J DEFGRID3
* xyz 0 1
C -1.0034 -0.1892 -0.3254
C -0.2051 1.5161 1.1114
C -2.1194 -0.4812 0.6283
C -0.9763 -0.9913 -1.5710
N -0.1411 0.7230 -0.0864
C 2.0152 -0.4592 0.1866
C 1.4967 0.6344 -0.7747
O 3.3080 -0.2715 0.4422
O 1.3972 -1.4059 0.6057
O 1.5127 0.3534 -1.9781
H 3.6769 -1.0245 0.9342
H 1.8342 1.6397 -0.4446
H 0.5674 2.2815 1.0665
H -1.1766 2.0050 1.1978
H -0.0452 0.9043 2.0029
H -2.7120 0.4126 0.8222
H -2.7682 -1.2586 0.2376
H -1.7013 -0.8116 1.5791
H -1.0268 -2.0488 -1.3188
H -1.8539 -0.7444 -2.1680
H -0.0790 -0.7838 -2.1476
*
```

For the HOMO-LUMO gap, the calculation gives 9.1 eV. The calculation puts the energy above the lowest of the compared OMol25 structures with the same formula, charge and spin at 57.5 kcal per mole.

Here are the Mulliken charges for atoms 1 to 2, given in e: C 1.26; C -1.08